Entry 1:
The following is a quantum chemistry calculation of a structure of composition C32H21IrN2O7P, from the Open Molecules 2025 dataset.

Structure (XYZ):
```
64
Properties=species:S:1:pos:R:3:lowdin_charge:R:1
C -0.215 -0.872 -2.397 -0.17
H -2.229 4.416 4.810 0.11
C 6.555 -0.214 -0.203 -0.66
H 0.067 -2.009 -4.158 0.13
H -1.877 -0.446 3.982 0.11
C 2.915 0.964 -0.785 -0.20
C -1.952 3.221 3.082 0.02
H 0.763 1.364 5.170 0.12
O 0.096 -1.622 -0.182 -0.22
H 2.158 -1.974 0.461 0.09
H 4.846 1.760 -1.246 0.14
C -1.374 1.782 1.134 -0.31
O 0.901 2.166 -0.761 -0.19
O 7.020 0.710 -0.852 -0.01
H -2.961 -2.570 4.637 0.12
H -2.700 3.743 2.496 0.13
H 4.668 -2.163 0.547 0.13
H -0.490 3.250 6.163 0.12
H -1.912 -4.732 4.037 0.11
H -0.796 -0.148 -5.634 0.12
P 0.516 0.112 2.471 0.97
C -0.250 -3.827 3.023 -0.04
C 4.999 0.238 3.426 -0.04
C 4.905 -0.196 -0.310 -0.07
C -1.066 1.284 -2.595 -0.09
N -0.603 0.284 -1.829 -0.01
C -1.424 -1.393 3.716 -0.06
C -0.748 -0.035 -4.556 -0.02
H -1.340 2.196 -2.086 0.11
C 4.298 0.929 -0.830 0.07
C 2.269 0.115 2.895 -0.35
C 0.010 1.886 4.586 -0.05
C -0.269 -1.061 -3.761 0.03
C 2.862 -0.844 3.709 -0.08
C -1.680 3.591 4.372 -0.05
C -0.225 -1.421 3.011 -0.33
H -1.543 1.969 -4.554 0.11
N 2.200 -0.053 -0.296 -0.03
H 0.201 -4.770 2.740 0.12
O 6.847 -0.971 0.731 -0.04
O -2.188 1.903 0.216 0.08
H 6.067 0.272 3.616 0.12
Ir 0.149 0.477 0.220 1.41
C 0.235 -1.932 -1.458 -0.58
C 4.401 1.215 2.629 -0.04
C -0.252 1.478 3.282 -0.30
C 0.351 -2.637 2.647 -0.09
H 2.581 1.917 1.742 0.11
C 2.810 -1.173 0.132 -0.11
C -0.690 2.937 5.146 -0.02
H 1.257 -2.661 2.051 0.10
C 4.183 -1.280 0.159 0.02
H 4.998 2.015 2.204 0.13
C 2.126 2.126 -1.249 -0.56
C -1.439 -3.801 3.746 -0.08
H 4.691 -1.532 4.599 0.11
C -1.216 2.146 2.490 -0.21
C 3.042 1.156 2.366 -0.10
C 4.230 -0.779 3.973 -0.05
C -2.028 -2.589 4.086 -0.04
O 0.672 -2.984 -1.873 0.10
H 2.271 -1.649 4.132 0.10
C -1.162 1.148 -3.963 -0.03
O 2.620 2.933 -2.004 0.11
```

Calculated values
spin multiplicity = 6
Kohn-Sham gap (alpha / beta) = 0.1459 / 0.1122 hartree
charge = 0

=====

Entry 2:
The following is a quantum chemistry calculation of a structure of composition C50H39F3N9O8S2Ti, from the Open Molecules 2025 dataset.

Structure (XYZ):
```
112
Properties=species:S:1:pos:R:3:lowdin_charge:R:1
C 4.604 -1.302 1.296 -0.05
H 3.515 -1.954 -4.628 0.11
F -2.979 0.278 4.333 0.11
C -3.010 0.713 -5.300 -0.02
H 2.313 4.271 -1.336 0.06
C -2.848 3.395 -1.300 -0.06
F -4.997 -0.176 3.594 0.15
H -2.625 3.655 -6.700 0.07
C -1.608 4.861 4.026 -0.06
C -1.997 4.598 2.709 -0.03
O -2.612 4.079 -0.046 0.04
C -0.984 0.066 -4.116 -0.25
H -0.912 3.821 5.798 0.10
C -4.974 -1.250 -2.322 -0.11
C 0.466 -3.523 0.494 -0.03
C -2.464 1.968 -1.100 -0.25
H -1.949 5.746 4.518 0.09
N 0.601 1.649 -0.120 -0.07
H -6.413 0.205 -2.953 0.10
C 0.836 -0.537 4.755 -0.24
H 2.544 -2.457 4.225 0.11
C -0.336 1.085 -4.818 -0.11
H -3.435 -2.484 -1.475 0.13
N -0.917 2.459 2.734 0.02
C -3.035 -0.435 -1.169 -0.05
H -5.077 2.106 -2.120 0.08
N -0.064 0.024 -1.576 -0.11
H 6.518 -1.643 -0.804 0.10
C -2.367 1.811 -5.892 -0.32
Ti -0.224 0.799 1.772 1.10
C -5.441 0.063 -2.467 -0.09
C -0.703 -2.453 5.159 -0.03
C -0.903 -3.823 5.354 -0.07
C -3.777 0.200 3.209 -0.53
N -1.996 1.945 0.284 0.16
S -0.027 -0.819 -2.906 0.58
H 0.722 1.178 -4.685 0.03
H 4.223 -0.172 -6.252 0.10
H 2.297 -4.470 -0.115 0.12
N 4.639 -3.582 0.385 0.08
H 4.157 1.518 -5.777 0.06
H -0.114 -5.720 5.203 0.08
S 1.301 2.303 -2.498 1.05
H 1.637 -0.011 6.737 0.13
H -0.587 2.859 -6.145 0.11
C -2.368 -0.087 -4.353 -0.04
N 0.465 -1.244 1.111 0.07
N 5.117 -3.755 -0.757 0.08
C 1.358 -4.247 4.613 -0.08
C -1.034 3.810 4.743 0.01
C 5.016 -0.752 -3.651 -0.28
H -0.111 -0.657 6.732 0.13
H 6.503 0.243 -2.563 0.14
H 2.113 -5.009 4.348 0.11
C 1.794 -3.573 0.269 0.02
O -0.672 -2.097 -2.616 -0.31
O -3.707 -1.688 1.734 0.08
O 1.299 -0.855 -3.507 -0.34
H -5.584 -2.069 -2.678 0.10
H 4.404 0.624 2.207 0.12
C -1.635 3.448 2.121 -0.22
H 5.703 -1.363 1.359 0.12
C 3.956 -2.381 0.715 -0.25
H -3.884 3.549 -1.613 0.11
C -2.067 3.135 0.754 -0.30
C 0.532 -1.971 4.732 -0.20
O 5.020 0.337 -4.469 -0.10
H -4.101 0.612 -5.352 0.11
C -0.699 2.589 4.115 -0.17
C 3.885 -0.189 1.672 -0.01
H -2.911 -0.851 -3.847 0.08
H -2.160 -0.648 -0.627 0.07
H 3.537 -3.752 -2.909 0.11
O 0.130 1.328 6.073 0.01
H -1.869 -4.153 5.697 0.10
C -3.416 0.877 -1.419 -0.15
H 1.212 3.337 0.937 0.13
H -2.195 3.822 -2.040 0.13
C -1.024 1.993 -5.655 -0.04
F -3.868 1.420 2.728 0.18
C 5.885 -1.718 -1.664 -0.05
N -3.007 2.733 -6.812 0.07
H -4.003 2.751 -6.630 0.07
C -3.113 -0.722 2.182 -0.57
C 4.028 0.553 -5.429 -0.08
C 0.570 1.178 -1.331 -0.66
C 0.654 -0.001 6.230 -0.06
C 1.250 2.843 -0.050 -0.27
C 1.586 -2.878 4.503 -0.02
H -2.531 5.350 2.178 0.11
C 4.226 -1.899 -3.803 -0.01
H -1.580 -1.788 5.296 0.12
H -1.679 1.719 -1.754 0.10
C -3.790 -1.466 -1.688 -0.10
N -0.038 0.383 3.995 0.08
C 2.535 -2.423 0.688 -0.09
C 4.986 -2.764 -1.731 -0.31
C 2.475 -0.177 1.646 -0.34
O -1.963 -0.332 1.884 -0.12
C -4.691 1.126 -1.950 -0.02
O 1.739 0.816 2.074 -0.19
H -1.272 -2.300 0.861 0.11
C -0.197 -2.315 0.835 -0.09
H 2.988 0.325 -5.057 0.09
C 4.161 -2.899 -2.827 0.00
H -0.134 -4.382 0.257 0.11
C 1.827 -1.295 1.076 -0.16
C -0.255 1.413 4.753 -0.31
C 1.733 3.364 -1.170 -0.38
C 5.888 -0.702 -2.575 -0.01
C 0.137 -4.697 5.098 -0.11
H 1.842 -0.428 4.344 0.14
```

Calculated values
spin multiplicity = 3
Kohn-Sham gap (alpha / beta) = 0.2167 / 0.2589 hartree
energy above the lowest of the compared OMol25 structures with the same formula, charge and spin = 1.138 eV
charge = -1

=====

Values for E, eV, ordered as above
-62958.6969 -135216.3387